1.
{
  "formula": "C27H30N3OS",
  "method": "the ωB97M-V functional and the def2-TZVPD basis",
  "total_charge": 1,
  "e_lumo_ha": -0.1953,
  "total_energy_ha": -1684.255663,
  "molar_mass_g_mol": 444.624,
  "max_force_ev_per_a": 2.4,
  "species": ["C", "C", "C", "N", "C", "S", "C", "C", "N", "C", "C", "C", "N", "C", "C", "C", "H", "H", "H", "H", "H", "H", "H", "H", "H", "H", "H", "H", "H", "H", "H", "H", "H", "H", "H", "C", "C", "C", "C", "C", "O", "C", "C", "C", "C", "C", "C", "C", "C", "C", "C", "H", "H", "H", "H", "H", "H", "H", "H", "H", "H", "H"],
  "xyz": [[2.187529, -1.773111, 0.311170], [2.816111, -0.736779, 1.237619], [2.604932, -1.193891, 2.669270], [4.247242, -0.506235, 0.937127], [4.460958, 0.737182, 0.679375], [6.020746, 1.469528, 0.442829], [6.797038, 0.736398, 2.012783], [8.226571, 1.092801, 2.073068], [9.348134, 1.405133, 2.071815], [3.209714, 1.637034, 0.785108], [3.328954, 2.559852, 1.996740], [2.919917, 2.445304, -0.473048], [2.196487, 0.593952, 0.992759], [0.960302, 0.897233, 1.543642], [-0.132954, 1.331163, 0.886596], [-1.344952, 1.728614, 1.641216], [2.636067, -2.754366, 0.502170], [1.108236, -1.823948, 0.503473], [2.357651, -1.500279, -0.735103], [3.161071, -2.122274, 2.836960], [2.957115, -0.437887, 3.383066], [1.539985, -1.393158, 2.841382], [6.258955, 1.162205, 2.873199], [6.649057, -0.348487, 1.942332], [4.214200, 3.197060, 1.877010], [2.440668, 3.198266, 2.072435], [3.437695, 1.969191, 2.917556], [3.711120, 3.193577, -0.596609], [2.918031, 1.790950, -1.352503], [1.952019, 2.953223, -0.383188], [0.878876, 0.746671, 2.631766], [-0.139725, 1.387656, -0.200509], [-2.162888, 2.055657, 0.991228], [-1.711171, 0.895660, 2.265701], [-1.109647, 2.549261, 2.339918], [-6.422723, -2.882279, 1.478574], [-6.091310, -1.543092, 1.734671], [-5.270521, -0.842757, 0.850751], [-4.757505, -1.461695, -0.319004], [-3.902213, -0.733746, -1.222455], [-3.439659, -1.489482, -2.253720], [-2.622175, -0.928466, -3.216303], [-2.191324, 0.408790, -3.106960], [-1.367827, 0.895608, -4.159374], [-1.016011, 0.076430, -5.222047], [-1.466527, -1.253927, -5.286984], [-2.279444, -1.760296, -4.278560], [-2.627555, 1.146783, -1.988772], [-3.532989, 0.597614, -1.094817], [-5.095423, -2.812638, -0.562146], [-5.915186, -3.502901, 0.324613], [-7.065466, -3.433214, 2.167272], [-6.474040, -1.043321, 2.623857], [-5.009818, 0.198385, 1.044594], [-1.033320, 1.933559, -4.097852], [-0.380273, 0.461437, -6.022771], [-1.186002, -1.895877, -6.122909], [-2.658170, -2.778098, -4.292822], [-2.300452, 2.177015, -1.869665], [-3.962009, 1.184643, -0.286526], [-4.714774, -3.319235, -1.448648], [-6.161324, -4.542402, 0.109639]],
  "atomic_forces_ev_per_a": [[0.403, -0.084, -0.238], [-0.193, 1.039, -0.213], [0.437, -0.151, 0.390], [0.077, 0.941, -0.116], [-1.871, -1.231, 0.766], [1.014, -0.268, 0.755], [-0.072, 0.267, -0.654], [1.256, 0.429, -0.216], [-1.981, -0.580, 0.073], [-0.306, -0.559, 0.051], [0.333, 0.142, 0.091], [0.472, -0.011, -0.132], [0.382, -0.445, -1.044], [-0.851, 0.106, 0.093], [1.294, -0.524, 0.193], [-0.623, 0.216, 0.775], [-0.141, 0.108, -0.090], [0.233, 0.027, -0.032], [-0.049, -0.045, 0.144], [-0.111, 0.155, 0.048], [-0.094, -0.183, -0.096], [0.263, 0.035, 0.033], [0.246, -0.235, -0.305], [0.132, 0.364, 0.147], [-0.237, -0.025, 0.132], [0.165, -0.128, 0.047], [-0.054, 0.210, -0.184], [-0.197, 0.053, -0.109], [-0.097, 0.130, 0.139], [0.217, -0.091, 0.008], [-0.188, 0.201, -0.168], [0.239, 0.093, 0.096], [0.136, 0.010, 0.147], [0.006, 0.245, -0.226], [-0.269, -0.198, -0.317], [0.402, 0.316, -0.443], [0.128, -0.048, -0.253], [0.097, -0.168, -0.317], [-0.718, -0.492, 0.859], [0.292, -1.225, -0.997], [0.107, 1.589, 0.603], [-0.385, -0.317, 0.277], [0.296, -0.669, -0.597], [0.059, -0.064, 0.002], [0.070, 0.516, 0.209], [-0.371, -0.162, 0.531], [0.223, 0.099, -0.248], [-0.698, 0.001, 0.251], [0.561, 0.610, -0.313], [-0.035, 0.127, 0.112], [-0.041, 0.087, 0.115], [0.216, 0.174, -0.235], [0.112, -0.133, -0.245], [-0.211, -0.367, 0.176], [-0.015, -0.343, -0.136], [-0.242, -0.074, 0.324], [-0.074, 0.238, 0.240], [0.094, 0.160, -0.029], [-0.042, -0.123, 0.008], [0.295, -0.167, -0.261], [-0.134, 0.144, 0.280], [0.042, 0.279, 0.097]]
}


2.
{
  "formula": "C27H30N4O6",
  "method": "the ωB97M-V functional and the def2-TZVPD basis",
  "total_charge": 0,
  "smiles": "CC(C)C[C@H](NC(=O)c1nc[nH]c1C(=O)NCC(=O)OCc1ccccc1)C(=O)OCc1ccccc1",
  "e_lumo_ha": 0.0191,
  "total_energy_ha": -1717.453719,
  "molar_mass_g_mol": 506.559,
  "de_lowest_ev": 1.5505,
  "max_force_ev_per_a": 1.0,
  "species": ["C", "C", "C", "C", "C", "N", "C", "O", "C", "N", "C", "N", "C", "C", "O", "N", "C", "C", "O", "O", "C", "C", "C", "C", "C", "C", "C", "C", "O", "O", "C", "C", "C", "C", "C", "C", "C", "H", "H", "H", "H", "H", "H", "H", "H", "H", "H", "H", "H", "H", "H", "H", "H", "H", "H", "H", "H", "H", "H", "H", "H", "H", "H", "H", "H", "H", "H"],
  "xyz": [[-5.206326, 0.008344, 0.199149], [-4.269151, 1.170288, 0.525138], [-5.076887, 2.369999, 1.018301], [-3.219818, 0.753034, 1.574386], [-1.849310, 0.436205, 0.967629], [-1.254986, 1.627849, 0.420275], [0.040587, 1.698663, 0.089758], [0.825676, 0.767596, 0.262100], [0.421044, 3.001074, -0.473015], [-0.520184, 3.984574, -0.606300], [0.099329, 5.017798, -1.104184], [1.406607, 4.763090, -1.307257], [1.646392, 3.478430, -0.915017], [3.028463, 2.963959, -1.050803], [3.915007, 3.705920, -1.447660], [3.182005, 1.670016, -0.741805], [4.472656, 1.022756, -0.763515], [4.573497, 0.152978, 0.484450], [5.063855, 0.494235, 1.525668], [4.011022, -1.027732, 0.250224], [3.875566, -1.944158, 1.348396], [2.517235, -1.810360, 1.984956], [2.301909, -0.844222, 2.959270], [1.056238, -0.715010, 3.546080], [0.017379, -1.545801, 3.159902], [0.220526, -2.495412, 2.172187], [1.466235, -2.624767, 1.585435], [-1.961607, -0.693213, -0.059254], [-2.258881, -1.820458, 0.234089], [-1.720325, -0.271425, -1.295942], [-1.770218, -1.255585, -2.326279], [-0.543545, -2.131973, -2.388192], [0.655807, -1.744579, -1.810530], [1.774323, -2.554236, -1.918552], [1.701359, -3.756246, -2.599405], [0.502445, -4.150939, -3.170912], [-0.614432, -3.342974, -3.066669], [-5.880590, 0.277205, -0.611081], [-4.644448, -0.872774, -0.098113], [-5.805044, -0.248546, 1.070627], [-3.754890, 1.461946, -0.397491], [-5.587089, 2.126060, 1.947635], [-4.432073, 3.228710, 1.192811], [-5.826333, 2.651115, 0.282221], [-3.078881, 1.554959, 2.301467], [-3.567303, -0.129996, 2.111342], [-1.175573, 0.047744, 1.745462], [-1.831184, 2.423556, 0.183344], [-0.367322, 5.956333, -1.327261], [2.135889, 5.360171, -1.670728], [2.377314, 1.148029, -0.373835], [4.568998, 0.392211, -1.654818], [5.246707, 1.794902, -0.762123], [4.667741, -1.734270, 2.074654], [4.011092, -2.938446, 0.916830], [3.112994, -0.195912, 3.256841], [0.896994, 0.034589, 4.307911], [-0.951114, -1.459725, 3.632676], [-0.595492, -3.123766, 1.850456], [1.622114, -3.364127, 0.813652], [-1.873681, -0.682932, -3.253639], [-2.661199, -1.878211, -2.182464], [0.721444, -0.820212, -1.258727], [2.700264, -2.234265, -1.466026], [2.573526, -4.388283, -2.683788], [0.436813, -5.091732, -3.697588], [-1.549194, -3.652082, -3.512365]],
  "atomic_forces_ev_per_a": [[0.213, 0.145, -0.166], [-0.203, 0.040, 0.221], [0.163, -0.132, -0.226], [0.116, 0.003, -0.254], [0.215, -0.295, 0.195], [-0.214, 0.113, 0.129], [-0.223, -0.003, 0.148], [-0.020, -0.163, 0.058], [0.682, 0.575, -0.369], [-0.320, -0.051, 0.085], [-0.089, 0.084, -0.015], [0.194, -0.198, 0.023], [-0.453, -0.159, 0.190], [0.025, -0.307, -0.006], [0.084, 0.230, -0.079], [-0.027, -0.188, 0.135], [0.199, 0.070, -0.055], [0.356, 0.556, -0.217], [-0.017, 0.008, 0.109], [-0.245, -0.332, -0.383], [0.012, -0.161, 0.483], [0.195, 0.013, -0.121], [0.038, -0.006, 0.023], [-0.032, 0.077, 0.071], [-0.002, -0.068, 0.069], [-0.113, -0.065, -0.016], [0.091, 0.010, 0.053], [0.017, 0.116, 0.467], [-0.051, -0.075, 0.004], [0.149, 0.200, -0.319], [-0.241, -0.343, -0.290], [-0.035, 0.072, 0.085], [-0.069, 0.057, -0.025], [0.033, -0.032, -0.060], [0.098, -0.066, -0.001], [-0.017, -0.074, -0.074], [-0.026, 0.120, 0.040], [-0.106, -0.002, -0.073], [-0.016, -0.162, -0.036], [-0.066, -0.046, 0.121], [-0.008, 0.004, -0.009], [-0.068, -0.009, 0.141], [0.039, 0.129, 0.064], [-0.117, 0.071, -0.045], [0.058, -0.032, 0.061], [0.017, -0.001, 0.062], [-0.209, 0.067, -0.237], [0.075, -0.004, 0.004], [0.002, 0.232, -0.081], [-0.037, -0.023, 0.019], [-0.031, 0.181, -0.072], [0.076, 0.095, 0.105], [-0.089, -0.233, 0.057], [-0.119, -0.112, -0.167], [0.000, 0.144, 0.039], [0.106, 0.049, 0.027], [-0.008, 0.049, 0.071], [-0.085, 0.011, 0.028], [-0.067, -0.055, -0.025], [0.022, -0.088, -0.077], [-0.023, -0.064, 0.171], [0.130, 0.117, -0.075], [-0.015, 0.077, 0.047], [0.110, 0.025, 0.045], [0.069, -0.049, -0.005], [-0.005, -0.075, -0.040], [-0.115, -0.064, -0.036]]
}


3.
{
  "formula": "C27H31AsMgN8O10S2",
  "method": "the ωB97M-V functional and the def2-TZVPD basis",
  "total_charge": -2,
  "e_lumo_ha": 0.1590,
  "total_energy_ha": -5470.515923,
  "molar_mass_g_mol": 790.952,
  "de_lowest_ev": 0.8739,
  "max_force_ev_per_a": 0.7,
  "species": ["Mg", "O", "C", "O", "C", "C", "C", "C", "C", "N", "H", "H", "H", "H", "N", "C", "C", "C", "C", "C", "C", "S", "O", "O", "N", "C", "N", "C", "C", "C", "N", "H", "H", "H", "H", "H", "H", "H", "H", "H", "O", "As", "O", "O", "C", "C", "C", "C", "C", "C", "S", "O", "O", "O", "H", "H", "H", "H", "H", "C", "N", "C", "C", "N", "N", "C", "C", "H", "H", "H", "H", "H", "H", "H", "H", "H", "H", "H", "H", "H"],
  "xyz": [[-0.431544, 0.384988, -0.139721], [-1.621342, -3.699497, 0.041518], [-0.942329, -2.741262, -0.333798], [-1.119978, -1.521425, -0.070691], [0.266293, -3.085997, -1.223074], [0.626377, -4.422303, -1.391577], [1.743927, -4.723952, -2.146910], [2.462457, -3.683356, -2.722578], [2.017417, -2.387728, -2.509885], [0.950603, -2.090783, -1.776589], [0.016244, -5.174681, -0.912171], [2.055893, -5.753051, -2.286403], [3.346582, -3.866742, -3.320758], [2.546758, -1.543221, -2.942279], [-4.155227, 5.613729, 0.412791], [-2.847958, 5.225818, 0.059970], [-2.336584, 5.489877, -1.209204], [-1.093175, 5.002306, -1.577151], [-0.353394, 4.259108, -0.669331], [-0.826012, 4.052559, 0.620469], [-2.054467, 4.559241, 0.989201], [1.083716, 3.380338, -1.188676], [1.640066, 4.042413, -2.343798], [1.940499, 3.261371, -0.028488], [0.561293, 1.884986, -1.497331], [-0.301769, 1.640338, -2.526697], [-0.707061, 2.562675, -3.413969], [-1.664048, 2.181771, -4.248117], [-2.246449, 0.929066, -4.244041], [-1.747613, 0.042045, -3.299688], [-0.767788, 0.372049, -2.486143], [-4.740099, 5.703176, -0.407047], [-4.568863, 4.910652, 1.014368], [-2.944488, 6.026711, -1.930330], [-0.707005, 5.145888, -2.576232], [-0.259290, 3.453646, 1.321225], [-2.432812, 4.357045, 1.982126], [-1.998652, 2.938539, -4.954508], [-3.062051, 0.669025, -4.902202], [-2.151365, -0.958705, -3.183299], [-4.177891, 2.214041, 1.527849], [-3.634519, 0.884227, 0.482106], [-4.844618, 0.475813, -0.535525], [-2.171027, 1.373441, -0.142121], [-3.359165, -0.562988, 1.761723], [-4.219406, -1.640300, 1.583536], [-4.117033, -2.774289, 2.373843], [-3.147175, -2.842106, 3.361342], [-2.285250, -1.773686, 3.554266], [-2.386717, -0.639765, 2.759747], [-1.183962, 0.656447, 3.043329], [-1.920926, 1.912972, 3.051332], [-0.541603, 0.339510, 4.302908], [-0.233221, 0.562646, 1.914740], [-3.445902, 2.305129, 2.168331], [-4.952699, -1.578702, 0.788872], [-4.780297, -3.612565, 2.197774], [-3.043601, -3.729958, 3.973808], [-1.518400, -1.804455, 4.316178], [2.739256, -0.930412, 3.580732], [2.666739, -1.358751, 2.183215], [1.540586, -2.245027, 1.928550], [2.893263, -0.364783, 1.227343], [2.073558, -0.146429, 0.274601], [4.123347, 0.282168, 1.410077], [4.453608, 1.331654, 0.467042], [5.266112, -0.545788, 1.746227], [1.812713, -0.452742, 3.904240], [3.561488, -0.229665, 3.715377], [2.918208, -1.806555, 4.210909], [1.600294, -3.072171, 2.639704], [1.614618, -2.639729, 0.918855], [0.576736, -1.746840, 2.038003], [2.411519, 0.507878, -0.420983], [4.723295, 0.927651, -0.521959], [5.314051, 1.883722, 0.850656], [3.624451, 2.025000, 0.352365], [4.981999, -1.324661, 2.446138], [6.041169, 0.077498, 2.198588], [5.695018, -1.025084, 0.852298]],
  "atomic_forces_ev_per_a": [[0.262, -0.625, -0.071], [-0.053, -0.109, 0.055], [0.009, 0.109, -0.095], [0.119, 0.132, 0.029], [0.028, 0.068, -0.001], [0.006, -0.034, -0.008], [-0.007, 0.006, -0.005], [0.008, -0.004, -0.006], [-0.033, -0.016, 0.016], [-0.006, -0.043, -0.025], [0.006, -0.007, -0.006], [0.002, -0.003, 0.001], [0.000, -0.008, 0.003], [0.001, 0.010, -0.003], [-0.044, -0.046, -0.016], [0.015, -0.008, -0.012], [-0.001, -0.008, 0.004], [0.014, -0.026, 0.018], [0.005, 0.016, -0.065], [-0.022, 0.001, 0.006], [0.045, -0.018, 0.016], [-0.031, -0.020, 0.025], [0.006, 0.019, -0.071], [0.025, -0.035, 0.027], [-0.052, 0.167, -0.057], [-0.090, 0.094, 0.094], [0.121, -0.039, -0.025], [-0.015, 0.071, -0.051], [-0.024, -0.057, 0.004], [0.135, -0.018, -0.033], [-0.182, 0.154, 0.250], [0.017, 0.025, 0.012], [0.003, -0.019, 0.047], [-0.004, 0.005, -0.003], [0.001, -0.008, -0.003], [0.013, -0.001, -0.005], [-0.023, 0.001, 0.005], [-0.001, 0.009, -0.005], [0.001, 0.006, -0.006], [0.003, -0.014, 0.017], [-0.117, -0.079, -0.156], [-0.022, 0.176, 0.128], [-0.070, 0.042, -0.010], [0.220, -0.189, -0.060], [-0.046, -0.084, -0.031], [0.010, 0.022, 0.011], [0.051, -0.011, 0.069], [-0.064, 0.007, -0.063], [0.025, 0.042, -0.009], [0.032, 0.044, -0.026], [0.091, -0.028, -0.048], [0.001, 0.051, 0.043], [0.051, -0.017, 0.009], [-0.141, 0.098, 0.096], [0.018, 0.039, 0.045], [0.003, 0.023, -0.008], [0.010, -0.012, 0.008], [-0.017, -0.012, -0.007], [0.001, 0.014, -0.001], [0.071, -0.073, -0.044], [-0.211, 0.276, 0.026], [0.040, 0.005, 0.035], [0.169, -0.265, -0.065], [-0.361, 0.007, 0.113], [0.060, 0.059, -0.089], [0.015, -0.005, 0.057], [0.019, 0.022, -0.025], [-0.124, 0.055, 0.002], [-0.072, -0.010, 0.026], [0.007, -0.007, -0.009], [-0.001, -0.015, -0.008], [0.000, 0.010, -0.007], [-0.045, 0.024, -0.018], [0.107, 0.052, 0.001], [-0.006, 0.002, -0.001], [-0.004, -0.004, -0.002], [-0.021, 0.014, -0.007], [0.058, -0.004, -0.036], [0.010, 0.004, 0.006], [-0.002, -0.003, -0.004]]
}


- What is the formula in the first record?
  C27H30N3OS


- Which formula does entry 3 have?
  C27H31AsMgN8O10S2